Formula: C4H5Cl2NO
Source: OMol25
Level of theory: ωB97M-V/def2-TZVPD

Computed properties:
* electronic energy: -32809.53710 eV
* E_LUMO: 0.72 eV
* relative energy (zero: lowest compared OMol25 entry of this formula, charge and spin): 38.10 kcal/mol
* gap between HOMO and LUMO: 10.84 eV
* spin multiplicity: 1

Last column: natural (NBO) charge in e.
CARTESIAN COORDINATES (ANGSTROEM)
C: 0.9915 -0.0299 -0.1040  -0.0248
C: 0.0720 -0.4204 -1.3025  -0.1296
C: -1.2958 0.5430 0.7416  0.0569
C: 0.1018 0.0665 1.1527  -0.5261
H: 0.6020 -1.1423 -1.8763  0.2215
H: -0.0859 0.5107 -1.8715  0.1986
H: -1.8507 1.3141 1.2623  0.2112
H: -0.0855 -0.9390 1.5123  0.2627
H: 0.6192 0.7608 1.8543  0.2522
N: -1.9389 0.0286 -0.2154  -0.0915
O: -1.1575 -0.9477 -0.8581  -0.3931
Cl: 2.2410 -1.2808 0.1580  -0.0175
Cl: 1.7868 1.5364 -0.4535  -0.0205